1.
This record from the Open Molecules 2025 dataset describes a structure of composition BCsH4. The level of theory is ωB97M-V/def2-TZVPD.

Cartesian coordinates (Å):
Cs -0.7855 1.9720 2.1954
B 0.1579 -0.3952 -0.4208
H -0.5489 -1.2091 -0.4687
H -0.2145 0.4250 -1.0147
H 0.3183 -0.0613 0.5926
H 1.0727 -0.7315 -0.8838

Atoms 1-2, force components in eV/Å:
0.195 -0.518 -0.621
-0.148 -0.075 -0.211

The net charge is 0. Its HOMO energy is -8.05 eV. As for the relative energy (zero: lowest compared OMol25 entry of this formula, charge and spin): 160.3 kJ/mol. Its multiplicity is 1. Its HOMO-LUMO gap is 0.258 Ha. The total energy is -1286.048 eV.

=====

2.
This record from the Open Molecules 2025 dataset describes a structure of composition BCuH18O7. The level of theory is ωB97M-V/def2-TZVPD.

Cartesian coordinates (Å):
Cu 1.1122 -0.0099 -0.8387
B -0.7045 0.0366 0.5667
H -0.1897 -0.8485 1.1953
H 0.0567 0.9909 0.5586
H -0.8806 -0.3466 -0.5711
H -1.7505 0.2907 1.0663
O 0.3965 -1.1574 -2.4649
H -0.4504 -1.6491 -2.4302
H 0.6442 -1.1011 -3.3932
O -1.9233 2.8966 1.4204
H -2.7451 2.9735 0.9286
H -1.5602 2.0384 1.1701
O 2.6371 0.8441 0.3835
H 3.5281 1.0926 0.1135
H 2.3968 1.4436 1.1008
O 1.7019 -1.8800 -0.1912
H 1.0864 -2.6124 -0.2855
H 2.5162 -2.2400 0.1737
O -0.1926 0.5898 3.6480
H -0.1966 0.5874 2.6857
H -0.9722 0.0843 3.8920
O -1.6435 -2.7429 -1.4199
H -1.4853 -2.9795 -0.5010
H -2.6024 -2.7309 -1.5003
O 0.5653 1.8073 -1.6773
H 0.1461 2.0331 -2.5136
H 0.5092 2.5895 -1.1163

Atoms 1-2, force components in eV/Å:
-1.029 -0.102 0.469
0.415 -0.768 0.082

The net charge is +1. Its HOMO energy (alpha / beta) is -13.08 / -13.08 eV. As for the relative energy (zero: lowest compared OMol25 entry of this formula, charge and spin): 0.0 kJ/mol. Its multiplicity is 2. Its HOMO-LUMO gap (alpha / beta) is 0.341 / 0.240 Ha. The total energy is -59932.321 eV.

=====

3.
This record from the Open Molecules 2025 dataset describes a cluster of 8 separate species, BF4H14O7 in total. The level of theory is ωB97M-V/def2-TZVPD.

Cartesian coordinates (Å):
B -0.0929 0.6077 -0.9721
F -0.2423 0.8583 0.3432
F -1.0113 1.4123 -1.5682
F 1.1743 0.9658 -1.3534
F -0.3983 -0.7198 -1.1656
O -2.8644 -1.3484 -0.4089
H -2.7984 -2.3137 -0.4659
H -2.0249 -0.9750 -0.6799
O 0.4200 0.8195 3.2716
H 0.2342 1.4524 2.5683
H -0.0938 1.1011 3.9858
O 0.9710 -1.6717 1.2506
H 0.2938 -2.1234 1.7408
H 0.6697 -0.7750 1.4824
O 1.4185 3.6070 -1.0394
H 0.4936 3.8761 -0.8364
H 1.4092 2.6683 -1.1383
O -3.0814 2.0206 -0.0288
H -3.8023 1.4508 -0.3232
H -2.4181 1.6313 -0.5681
O 1.4940 -3.1794 -0.9267
H 1.8338 -3.7303 -0.1984
H 0.8692 -2.6109 -0.4691
O 2.8604 -0.9485 -0.6661
H 2.2178 -0.2711 -0.9835
H 2.4686 -1.8039 -0.8506

Atoms 1-2, force components in eV/Å:
-0.454 0.094 0.431
0.257 0.326 3.170

The net charge is -1. Its HOMO energy is -6.59 eV. As for the relative energy (zero: lowest compared OMol25 entry of this formula, charge and spin): 92.8 kJ/mol. Its multiplicity is 1. Its HOMO-LUMO gap is 0.352 Ha. The total energy is -26115.288 eV.

=====

4.
This record from the Open Molecules 2025 dataset describes a cluster of 9 separate species, BF4H16O8 in total. The level of theory is ωB97M-V/def2-TZVPD.

Cartesian coordinates (Å):
B -5.3627 8.6576 21.1030
F -4.9892 9.7522 21.8797
F -6.4890 8.9765 20.4052
F -4.4227 8.2715 20.1899
F -5.6421 7.6258 21.9135
O -4.0592 11.9277 19.7283
H -3.8594 12.2129 20.6199
H -3.2424 12.0572 19.2462
O -5.9917 10.9360 18.1933
H -5.9298 10.0032 18.3989
H -5.2997 11.3431 18.7146
O -7.0029 5.9583 19.5187
H -7.3732 5.3246 20.1331
H -6.5465 6.5915 20.0729
O -6.9054 11.8571 21.8246
H -6.4584 11.0982 21.4496
H -6.3651 12.6046 21.5686
O -2.0433 9.4809 20.0939
H -2.9922 9.4952 20.2193
H -1.9104 9.8598 19.2250
O -8.3477 9.4353 23.0742
H -8.9091 9.0791 22.3856
H -7.5445 9.6910 22.6207
O -5.5166 8.7195 24.6891
H -5.1635 9.5587 24.3935
H -6.2082 8.5150 24.0597
O -4.3505 5.3203 21.0447
H -4.6346 6.0937 21.5319
H -3.4502 5.1719 21.3337

Atoms 1-2, force components in eV/Å:
0.099 0.714 -0.527
0.614 0.847 0.296

The net charge is -1. Its HOMO energy is -7.74 eV. As for the relative energy (zero: lowest compared OMol25 entry of this formula, charge and spin): 86.9 kJ/mol. Its multiplicity is 1. Its HOMO-LUMO gap is 0.375 Ha. The total energy is -28195.508 eV.

=====

5.
This record from the Open Molecules 2025 dataset describes a cluster of 13 separate species, BF4H24O12 in total. The level of theory is ωB97M-V/def2-TZVPD.

Cartesian coordinates (Å):
B -14.3560 5.8975 -30.5322
F -15.2843 5.0182 -30.1772
F -13.5763 5.3724 -31.5030
F -14.8306 7.0781 -30.9910
F -13.5216 6.1296 -29.4973
O -16.4514 7.6974 -28.3209
H -15.8140 7.7044 -29.0349
H -16.7774 6.7976 -28.2989
O -10.7614 6.4867 -28.7604
H -10.9504 5.6559 -29.1966
H -10.9469 6.3202 -27.8363
O -10.9242 4.5197 -30.9884
H -11.1776 3.6317 -30.7364
H -11.7512 4.9562 -31.1930
O -13.3027 7.5297 -33.3296
H -13.8114 6.8572 -32.8765
H -12.4735 7.1011 -33.5418
O -11.0680 8.9773 -29.8857
H -11.1065 9.3982 -29.0269
H -11.2520 8.0547 -29.7093
O -18.4266 5.2563 -29.7383
H -19.2042 5.1763 -29.1859
H -17.7483 4.7700 -29.2697
O -14.2042 10.6680 -30.7429
H -14.9295 10.0470 -30.8099
H -13.8190 10.6826 -31.6190
O -17.7929 7.9146 -31.4574
H -17.6070 7.1711 -32.0309
H -18.2217 7.5276 -30.6941
O -15.6736 2.5102 -31.0716
H -16.1746 2.1633 -30.3334
H -15.9332 3.4298 -31.1269
O -13.0100 4.2829 -27.7667
H -13.1542 4.9428 -28.4449
H -13.0854 3.4464 -28.2259
O -12.9861 2.5578 -29.8535
H -12.9021 1.6339 -30.0890
H -13.6776 2.8896 -30.4261
O -13.5022 3.4245 -33.3236
H -14.2276 3.6151 -33.9184
H -13.6799 3.9589 -32.5496

Atoms 1-2, force components in eV/Å:
0.887 1.813 0.311
-2.855 -1.945 0.772

The net charge is -1. Its HOMO energy is -7.35 eV. As for the relative energy (zero: lowest compared OMol25 entry of this formula, charge and spin): 143.7 kJ/mol. Its multiplicity is 1. Its HOMO-LUMO gap is 0.348 Ha. The total energy is -36515.801 eV.

=====

6.
This record from the Open Molecules 2025 dataset describes a cluster of 14 separate species, BF4H26O13 in total. The level of theory is ωB97M-V/def2-TZVPD.

Cartesian coordinates (Å):
B -0.3275 0.1076 0.4311
F 0.5184 -0.7264 -0.2737
F -1.5704 -0.3884 0.2341
F 0.0368 0.0655 1.7302
F -0.3174 1.3598 -0.1521
O -0.2706 -1.2061 -3.2085
H 0.2108 -1.9881 -2.9383
H -1.1403 -1.5292 -3.4440
O 3.0275 -0.4110 1.2615
H 3.0749 -1.1270 0.6281
H 2.2476 0.0826 1.0079
O 2.0872 -0.2815 4.3576
H 2.2867 0.6072 4.6521
H 2.1662 -0.2418 3.4045
O 0.6174 -2.7790 1.8551
H 0.3130 -2.0618 1.2990
H 0.3231 -2.5421 2.7346
O -3.8969 -1.5501 -0.8564
H -3.6781 -0.6514 -0.6098
H -3.8792 -1.5474 -1.8134
O 1.4949 2.8029 0.8904
H 0.9200 2.0405 0.8229
H 1.0808 3.3580 1.5511
O 0.7426 4.2984 -1.3043
H 1.1932 3.9662 -0.5278
H -0.1875 4.1833 -1.1096
O -1.6919 1.1404 -2.5614
H -1.3173 0.3731 -2.9942
H -1.5666 0.9739 -1.6271
O -1.7888 1.5432 3.0216
H -1.8648 0.9897 3.7988
H -1.1621 1.0854 2.4613
O 2.5541 -0.0105 -2.0873
H 1.8944 -0.2205 -1.4263
H 2.1045 -0.1353 -2.9231
O 2.8131 -3.1649 0.0497
H 2.0412 -3.0580 0.6054
H 2.5194 -3.7331 -0.6624
O -2.0590 3.6740 -1.4818
H -2.8795 3.5539 -1.0037
H -1.9831 2.8919 -2.0285
O -1.2768 -3.5123 -0.6215
H -1.1953 -2.5902 -0.3777
H -2.2145 -3.6408 -0.7641

Atoms 1-2, force components in eV/Å:
-0.377 -0.130 -1.965
1.331 -0.969 -0.634

The net charge is -1. Its HOMO energy is -7.27 eV. As for the relative energy (zero: lowest compared OMol25 entry of this formula, charge and spin): 80.5 kJ/mol. Its multiplicity is 1. Its HOMO-LUMO gap is 0.348 Ha. The total energy is -38596.191 eV.

=====

7.
This record from the Open Molecules 2025 dataset describes a cluster of 14 separate species, BF4H26O13 in total. The level of theory is ωB97M-V/def2-TZVPD.

Cartesian coordinates (Å):
B 7.2514 19.5796 18.5294
F 6.8314 19.0557 17.3567
F 7.0107 18.6990 19.4930
F 8.5288 20.0235 18.5263
F 6.5473 20.6877 18.8971
O 9.0550 17.4413 17.5086
H 8.1830 17.7956 17.3348
H 8.9141 16.5012 17.6209
O 3.2861 21.2427 18.2433
H 3.2922 20.7945 17.3976
H 3.9435 21.9327 18.1541
O 9.4853 17.5190 20.4638
H 8.9837 16.7614 20.7650
H 8.9913 17.8513 19.7143
O 7.1440 15.4362 20.3549
H 6.9296 14.8203 19.6541
H 6.5716 16.1871 20.1979
O 11.0486 19.2495 17.1184
H 10.3577 18.5879 17.0844
H 10.6509 20.0317 16.7360
O 5.6449 22.8898 17.4099
H 5.6764 23.7895 17.7352
H 6.2043 22.3976 18.0107
O 9.4508 21.3773 16.3391
H 9.1041 22.1620 15.9144
H 8.6886 20.9713 16.7520
O 7.5394 17.2564 14.6576
H 7.1477 16.4544 14.3120
H 6.9425 17.5352 15.3520
O 11.2901 21.7057 19.6095
H 10.6596 22.1030 20.2102
H 10.7578 21.3802 18.8837
O 6.4248 21.1989 15.3907
H 5.9673 20.7022 16.0691
H 6.2345 22.1146 15.5943
O 4.2617 19.1912 19.6564
H 3.8771 19.7742 19.0019
H 5.1975 19.1884 19.4549
O 6.2867 19.2195 22.1165
H 5.7355 19.9992 22.0496
H 6.6084 19.0760 21.2264
O 5.3362 16.5505 18.1391
H 5.2911 16.0287 17.3379
H 5.8774 17.3043 17.9045

Atoms 1-2, force components in eV/Å:
1.074 2.197 0.939
-0.799 -0.860 -2.595

The net charge is -1. Its HOMO energy is -7.01 eV. As for the relative energy (zero: lowest compared OMol25 entry of this formula, charge and spin): 137.3 kJ/mol. Its multiplicity is 1. Its HOMO-LUMO gap is 0.335 Ha. The total energy is -38595.602 eV.

=====

8.
This record from the Open Molecules 2025 dataset describes a structure of composition BH14NiO5. The level of theory is ωB97M-V/def2-TZVPD.

Cartesian coordinates (Å):
Ni -20.3169 -13.9063 9.1222
B -21.0760 -12.9608 10.3268
H -21.5500 -12.1960 10.9222
H -21.6088 -13.1763 9.4136
H -20.1107 -12.6401 9.9667
H -20.9496 -13.9205 10.8035
O -20.8287 -13.2343 7.7113
H -21.2942 -13.6579 6.9902
H -20.9371 -12.2972 7.5493
O -21.4882 -15.0278 9.2863
H -21.3726 -15.5772 10.0616
H -22.4312 -15.0389 9.1226
O -19.3526 -14.6819 10.2277
H -18.4286 -14.5418 10.4344
H -19.7266 -15.0412 11.0323
O -19.8270 -15.0855 8.0358
H -20.4520 -15.5067 7.4456
H -18.9957 -15.1097 7.5619
O -18.9672 -13.2578 8.7053
H -18.8202 -12.7237 7.9247
H -18.2554 -13.0172 9.2983

Atoms 1-2, force components in eV/Å:
-2.443 -1.757 0.079
-4.313 5.369 6.438

The net charge is +1. Its HOMO energy (alpha / beta) is -11.11 / -11.59 eV. As for the relative energy (zero: lowest compared OMol25 entry of this formula, charge and spin): 1716.1 kJ/mol. Its multiplicity is 3. Its HOMO-LUMO gap (alpha / beta) is 0.268 / 0.280 Ha. The total energy is -52159.618 eV.

=====

9.
This record from the Open Molecules 2025 dataset describes a structure of composition BH14NiO5. The level of theory is ωB97M-V/def2-TZVPD.

Cartesian coordinates (Å):
Ni 18.3820 9.3733 -4.7789
B 19.4680 8.6066 -6.5456
H 20.0345 8.0614 -7.2847
H 19.8661 9.5965 -6.3850
H 18.4717 8.6550 -6.9570
H 19.4112 8.0572 -5.6187
O 16.9154 7.8233 -4.9587
H 15.9848 7.9146 -4.7537
H 16.9789 6.9857 -5.4177
O 17.4520 10.3542 -3.2226
H 17.3713 11.2511 -2.8982
H 16.8815 9.8401 -2.6512
O 17.5291 10.7108 -6.0266
H 16.9963 11.4686 -5.7853
H 17.6945 10.8221 -6.9628
O 20.1694 10.8068 -4.5570
H 20.2550 11.6346 -5.0299
H 20.7854 10.8819 -3.8282
O 19.1869 8.1728 -3.2279
H 18.5340 7.6626 -2.7487
H 19.8746 8.3466 -2.5853

Atoms 1-2, force components in eV/Å:
0.911 -0.122 1.046
1.352 1.959 1.717

The net charge is +2. Its HOMO energy (alpha / beta) is -20.10 / -19.84 eV. Its multiplicity is 4. Its HOMO-LUMO gap (alpha / beta) is 0.479 / 0.253 Ha. The total energy is -52162.923 eV.

=====

10.
This record from the Open Molecules 2025 dataset describes a cluster of 9 separate species, BH20O8 in total. The level of theory is ωB97M-V/def2-TZVPD.

Cartesian coordinates (Å):
B 0.0395 -0.2805 0.0761
H 0.7835 0.5235 -0.2199
H -0.4515 -0.1185 1.0891
H -0.6875 -0.4805 -0.7789
H 0.7735 -1.3015 0.3271
O -0.2775 -0.4705 -4.1529
H 0.5775 -0.7905 -4.0769
H -0.5315 0.2315 -3.4489
O 0.4445 3.0495 1.4201
H -0.1125 2.3675 1.0661
H -0.0525 3.5925 2.0311
O 2.9285 -0.6985 2.6761
H 2.2575 -0.7305 1.8811
H 3.4085 0.0325 2.3761
O 0.0915 1.2605 3.7461
H 0.2535 0.3725 3.3691
H -0.1425 1.8265 3.0991
O -3.4175 1.0105 0.1911
H -3.2005 1.7855 -0.2099
H -2.5245 0.7315 0.0911
O -0.6765 1.8015 -2.2349
H -0.5305 1.2345 -1.5369
H -0.1305 2.6625 -2.1329
O 1.8545 -2.4685 -2.2749
H 1.0115 -2.1495 -1.7439
H 2.4595 -2.8775 -1.6789
O -1.5465 -3.6665 0.1961
H -1.2895 -2.7595 -0.2689
H -1.3115 -3.6895 1.1221

Atoms 1-2, force components in eV/Å:
1.726 -2.194 0.747
1.317 1.785 -0.454

The net charge is -1. Its HOMO energy is -6.61 eV. As for the relative energy (zero: lowest compared OMol25 entry of this formula, charge and spin): 187.4 kJ/mol. Its multiplicity is 1. Its HOMO-LUMO gap is 0.345 Ha. The total energy is -17380.613 eV.

=====

11.
This record from the Open Molecules 2025 dataset describes a cluster of 9 separate species, BH20O8 in total. The level of theory is ωB97M-V/def2-TZVPD.

Cartesian coordinates (Å):
B -0.6109 1.3010 0.1231
H -0.4439 1.0950 1.3501
H -0.0479 0.3360 -0.4769
H -1.8059 1.4040 -0.1619
H 0.0381 2.3020 -0.1759
O 2.6191 0.5750 1.2431
H 1.8011 0.6980 0.6981
H 3.4311 0.6390 0.7361
O 1.7101 2.8020 2.6861
H 0.8681 2.6080 2.2551
H 2.3441 2.4040 2.0961
O 1.3081 -0.1680 4.2271
H 1.1571 -0.4240 3.2951
H 1.6291 0.7050 4.2811
O -0.8679 1.2900 -3.3199
H -0.8249 1.0800 -2.4009
H -1.7109 1.0130 -3.5689
O -2.8039 -0.5570 -2.8159
H -3.6689 -1.0400 -2.8189
H -2.4699 -0.5690 -1.9389
O -0.7469 -2.5070 -1.7899
H -0.3709 -3.2950 -2.1689
H -0.5129 -2.5180 -0.8549
O -1.9909 -1.8160 1.7221
H -2.8349 -1.7330 1.2801
H -1.5449 -1.0000 1.7431
O 2.3531 -1.4150 -2.0599
H 2.3251 -2.3020 -1.5489
H 1.6721 -0.9080 -1.6359

Atoms 1-2, force components in eV/Å:
0.666 -0.340 0.238
-0.202 -0.045 -0.253

The net charge is -1. Its HOMO energy is -6.35 eV. As for the relative energy (zero: lowest compared OMol25 entry of this formula, charge and spin): 78.0 kJ/mol. Its multiplicity is 1. Its HOMO-LUMO gap is 0.334 Ha. The total energy is -17381.746 eV.

=====

12.
This record from the Open Molecules 2025 dataset describes a cluster of 10 separate species, BH22O9 in total. The level of theory is ωB97M-V/def2-TZVPD.

Cartesian coordinates (Å):
B -0.2605 0.0308 0.0522
H -0.4999 -0.6083 -0.9288
H 0.2690 1.0473 -0.2566
H -1.2394 0.3117 0.6836
H 0.4580 -0.6638 0.6964
O -2.3251 2.3640 -0.5012
H -1.7892 2.9956 -0.9888
H -1.7247 1.6213 -0.3417
O 0.3772 2.6205 1.8830
H 1.2029 2.4113 1.4309
H -0.2791 2.0470 1.4654
O -1.4350 -1.5440 2.6783
H -1.1569 -0.9471 1.9673
H -1.9184 -2.2400 2.2259
O -3.1455 -1.3033 -0.8667
H -3.7582 -1.5255 -0.1612
H -2.4482 -0.7921 -0.4315
O 2.0082 0.3142 2.4631
H 1.3647 0.0136 1.8012
H 1.5222 0.9699 2.9733
O 0.6902 -3.7749 -0.6135
H -0.1067 -3.3067 -0.8780
H 1.3413 -3.0689 -0.4743
O 2.2590 -1.5312 -0.9084
H 1.5531 -0.9019 -0.6823
H 3.0789 -1.0621 -0.7354
O -0.5020 0.8005 -3.0762
H -0.8064 0.3375 -2.2792
H -0.0114 0.1310 -3.5599
O 2.4590 2.1335 -0.7988
H 3.1647 1.5375 -1.0602
H 1.6584 1.5823 -0.7780

Atoms 1-2, force components in eV/Å:
0.097 -0.222 -0.115
-0.329 -0.291 -0.270

The net charge is -1. Its HOMO energy is -7.85 eV. As for the relative energy (zero: lowest compared OMol25 entry of this formula, charge and spin): 8.8 kJ/mol. Its multiplicity is 1. Its HOMO-LUMO gap is 0.393 Ha. The total energy is -19462.636 eV.